{"formula": "C37H86Cl2F6N4O19P", "method": "the ωB97M-V functional and the def2-TZVPD basis", "charge": -1, "de_lowest_kcal_mol": 0.00, "gap_ev": 8.161, "largest_force_ev_per_a": 4.4, "homo_energy_ev": -5.9, "species": ["Cl", "Cl", "P", "F", "F", "F", "F", "F", "F", "O", "O", "O", "O", "O", "O", "O", "O", "O", "O", "O", "O", "O", "O", "O", "O", "O", "O", "O", "N", "N", "N", "N", "C", "C", "C", "C", "C", "C", "C", "C", "C", "C", "C", "C", "C", "C", "C", "C", "C", "C", "C", "C", "C", "C", "C", "C", "C", "C", "C", "C", "C", "C", "C", "C", "C", "C", "C", "C", "C", "H", "H", "H", "H", "H", "H", "H", "H", "H", "H", "H", "H", "H", "H", "H", "H", "H", "H", "H", "H", "H", "H", "H", "H", "H", "H", "H", "H", "H", "H", "H", "H", "H", "H", "H", "H", "H", "H", "H", "H", "H", "H", "H", "H", "H", "H", "H", "H", "H", "H", "H", "H", "H", "H", "H", "H", "H", "H", "H", "H", "H", "H", "H", "H", "H", "H", "H", "H", "H", "H", "H", "H", "H", "H", "H", "H", "H", "H", "H", "H", "H", "H", "H", "H", "H", "H"], "xyz": [[-3.527, -16.796, -34.246], [-2.907, -14.121, -33.447], [-3.385, -16.658, -28.735], [-3.640, -15.551, -27.503], [-3.522, -17.968, -27.755], [-3.369, -15.399, -29.794], [-1.799, -16.494, -28.478], [-4.974, -16.720, -29.027], [-3.116, -17.555, -30.063], [-0.631, -18.698, -34.074], [2.606, -19.678, -31.352], [0.226, -20.533, -34.862], [0.535, -21.398, -24.604], [-8.990, -16.600, -29.358], [-6.545, -12.720, -28.012], [-7.237, -11.983, -25.978], [-10.712, -15.827, -28.288], [3.741, -14.354, -29.362], [-4.195, -18.367, -24.289], [0.893, -18.293, -35.498], [-7.347, -10.795, -27.928], [-2.476, -19.138, -22.988], [-6.987, -21.464, -26.915], [-9.683, -14.531, -29.930], [-2.320, -17.115, -23.659], [-0.441, -21.053, -30.260], [1.597, -14.098, -28.818], [2.629, -15.926, -28.126], [0.766, -18.283, -29.631], [-3.470, -20.427, -26.432], [0.220, -20.385, -27.098], [1.846, -22.658, -30.960], [-1.622, -19.316, -33.285], [-7.919, -16.514, -30.312], [-5.888, -20.534, -26.870], [-7.916, -9.623, -27.405], [0.315, -14.463, -28.231], [-11.685, -14.847, -28.024], [0.203, -19.301, -34.789], [-9.786, -15.550, -29.233], [-0.756, -13.403, -28.513], [-4.584, -21.365, -26.583], [-12.839, -14.982, -29.010], [-0.011, -20.108, -24.758], [2.145, -18.411, -31.698], [-4.642, -22.030, -25.209], [-7.032, -11.845, -27.172], [-3.001, -20.430, -22.607], [0.065, -18.152, -26.242], [-0.498, -22.335, -30.819], [-1.459, -14.948, -24.318], [-8.252, -20.981, -27.302], [-6.020, -13.880, -27.510], [0.550, -23.845, -32.571], [3.724, -13.332, -30.368], [1.351, -18.782, -37.828], [0.647, -19.516, -26.028], [1.898, -18.567, -36.438], [2.654, -14.941, -28.820], [-3.125, -18.178, -23.689], [-2.558, -16.077, -24.538], [0.646, -22.522, -31.779], [-1.669, -20.672, -29.540], [-6.913, -8.882, -26.480], [0.104, -16.792, -31.435], [0.825, -21.666, -23.196], [-3.543, -15.694, -32.889], [0.744, -18.138, -31.089], [3.554, -20.203, -32.260], [0.936, -17.855, -38.224], [4.518, -19.695, -32.287], [3.247, -20.366, -33.293], [-5.102, -13.607, -26.991], [1.667, -23.500, -30.430], [1.737, -19.529, -26.035], [-4.530, -15.534, -32.455], [-7.193, -7.828, -26.490], [-1.188, -20.254, -32.938], [-1.807, -18.700, -32.405], [4.754, -13.009, -30.521], [-1.960, -21.429, -28.812], [-13.628, -14.253, -28.828], [0.262, -14.594, -27.150], [-0.749, -20.480, -26.827], [2.173, -18.327, -32.784], [-7.272, -15.663, -30.099], [-6.894, -9.123, -25.418], [0.191, -17.529, -25.357], [3.097, -12.482, -30.098], [-4.374, -22.090, -27.369], [-8.083, -20.567, -28.296], [-8.408, -16.392, -31.278], [-0.602, -12.609, -27.782], [-1.413, -22.405, -31.408], [3.422, -13.753, -31.327], [-8.868, -9.794, -26.903], [-11.369, -13.804, -28.004], [-8.919, -21.837, -27.398], [0.693, -21.765, -32.562], [-2.626, -19.406, -33.700], [0.551, -21.304, -26.843], [-0.538, -15.329, -24.761], [-8.662, -20.315, -26.543], [0.496, -24.647, -31.834], [-1.343, -14.705, -23.262], [2.586, -19.371, -36.175], [1.170, -17.435, -29.261], [3.983, -21.192, -32.100], [-1.499, -19.714, -29.049], [-2.566, -20.645, -21.631], [-0.711, -13.123, -29.565], [2.520, -17.677, -36.540], [-3.396, -19.821, -27.236], [-0.076, -16.582, -32.489], [-0.358, -23.821, -33.173], [-1.719, -14.049, -24.876], [1.515, -20.925, -22.793], [-0.218, -18.238, -29.408], [-12.565, -14.828, -30.053], [2.544, -23.068, -31.564], [-5.734, -20.083, -27.850], [-5.396, -22.816, -25.259], [-0.857, -16.678, -30.933], [-2.674, -16.430, -25.562], [-2.637, -21.162, -23.328], [-6.723, -14.458, -26.911], [-3.483, -15.546, -24.313], [-5.657, -14.488, -28.340], [-0.670, -23.108, -30.070], [-13.210, -16.006, -28.962], [-0.994, -18.221, -26.490], [-2.799, -15.971, -32.143], [0.018, -18.888, -31.402], [2.173, -19.151, -38.442], [-3.695, -19.733, -25.733], [0.681, -15.950, -31.051], [0.556, -17.581, -27.030], [-7.357, -17.448, -30.331], [-8.318, -8.992, -28.198], [-6.155, -19.685, -26.240], [-4.961, -21.419, -24.364], [-1.095, -20.173, -24.858], [-4.086, -20.489, -22.528], [2.885, -17.731, -31.275], [0.596, -19.554, -37.981], [1.278, -24.107, -33.339], [-3.678, -22.422, -24.887], [0.313, -19.429, -23.969], [-0.074, -21.460, -22.613], [-2.515, -20.608, -30.224], [-0.022, -15.366, -28.739], [-12.026, -14.850, -26.989], [-5.885, -8.930, -26.838], [-1.753, -13.723, -28.210], [1.096, -22.707, -23.022]]}

=====

{"formula": "C37H89BrF3N10O7P3S", "method": "the ωB97M-V functional and the def2-TZVPD basis", "gap_ev": 7.908, "largest_force_ev_per_a": 6.9, "smiles": "CCCCCC[C@@](COC)(OCCC(=O)Br)[C@H](C[C@@H](O)C(F)(F)F)NCCCS.CN(C)P(=O)(N(C)C)N(C)C.CN(C)P(=O)(N(C)C)N(C)C.CN(C)P(=O)(N(C)C)N(C)C", "homo_energy_ev": -8.2, "species": ["Br", "S", "P", "P", "P", "F", "F", "F", "O", "O", "O", "O", "O", "O", "O", "N", "N", "N", "N", "N", "N", "N", "N", "N", "N", "C", "C", "C", "C", "C", "C", "C", "C", "C", "C", "C", "C", "C", "C", "C", "C", "C", "C", "C", "C", "C", "C", "C", "C", "C", "C", "C", "C", "C", "C", "C", "C", "C", "C", "C", "C", "C", "H", "H", "H", "H", "H", "H", "H", "H", "H", "H", "H", "H", "H", "H", "H", "H", "H", "H", "H", "H", "H", "H", "H", "H", "H", "H", "H", "H", "H", "H", "H", "H", "H", "H", "H", "H", "H", "H", "H", "H", "H", "H", "H", "H", "H", "H", "H", "H", "H", "H", "H", "H", "H", "H", "H", "H", "H", "H", "H", "H", "H", "H", "H", "H", "H", "H", "H", "H", "H", "H", "H", "H", "H", "H", "H", "H", "H", "H", "H", "H", "H", "H", "H", "H", "H", "H", "H", "H", "H"], "xyz": [[-3.571, -2.491, 1.169], [2.867, 0.353, -5.578], [0.876, -0.679, 7.897], [0.791, -1.312, -10.944], [-1.376, 6.517, 6.417], [-2.864, -5.964, -3.845], [-2.036, -6.958, -2.130], [-3.018, -5.085, -1.843], [-2.411, -2.820, 3.596], [1.929, 0.333, 7.580], [-1.836, 7.124, 5.133], [-0.021, -5.430, -1.825], [2.401, -1.637, -1.026], [0.840, -1.413, -9.433], [-0.928, -3.169, -0.529], [-0.399, 5.329, 7.263], [1.386, -3.343, -3.184], [0.424, -2.215, 8.624], [-2.847, 6.211, 7.223], [2.360, -2.080, -11.148], [0.126, -0.913, 6.387], [-0.119, 0.268, 8.979], [-0.533, -2.358, -11.233], [0.891, -0.686, -12.614], [-0.526, 7.885, 7.101], [0.985, -1.565, 5.413], [0.460, 2.591, -0.714], [0.452, 4.548, 6.344], [-0.739, -3.055, 1.943], [1.002, 0.785, -12.651], [-3.075, 6.247, 8.649], [-3.643, 5.175, 6.585], [-2.143, -2.827, 2.447], [-1.032, -3.551, -3.098], [0.362, 5.685, 8.444], [-1.241, 8.845, 7.930], [2.451, -3.530, -11.110], [-1.026, 2.821, -0.381], [-0.649, -3.327, -12.298], [1.826, -2.224, -5.370], [0.255, 8.594, 6.090], [0.142, -2.415, -1.104], [-0.862, -5.060, -2.907], [-0.708, -3.898, 0.645], [1.430, -0.765, -5.590], [1.806, -1.255, -13.587], [1.494, -2.539, -0.423], [-1.266, -1.227, 6.147], [-1.660, -0.577, -1.508], [-2.294, 0.597, -0.735], [-1.821, -1.757, -10.921], [1.552, -2.853, 9.330], [-1.200, 1.077, 8.441], [-1.960, 1.988, -1.298], [-2.224, -5.744, -2.691], [3.376, -1.488, -10.272], [2.297, -2.485, -3.915], [-0.262, -0.920, -0.966], [3.737, -1.837, -0.608], [0.180, -2.716, -2.653], [-0.781, -2.335, 9.424], [0.688, 1.069, 9.895], [1.195, 6.364, 8.240], [2.859, -1.072, -13.359], [0.873, 3.678, 6.851], [-3.278, 4.166, 6.835], [-2.867, 2.559, -1.496], [1.548, 0.503, 10.256], [3.286, -2.938, -3.953], [0.746, 7.892, 5.413], [0.989, 3.543, -0.682], [-1.456, -4.021, -12.057], [-1.762, -1.186, -9.993], [3.090, 0.699, -4.305], [1.833, -3.993, -2.562], [1.033, -2.654, 5.571], [-0.879, -2.875, -13.275], [0.921, -0.617, -6.539], [-3.620, 5.288, 5.501], [4.370, -1.730, -10.655], [-1.664, -2.014, 8.875], [1.037, 9.179, 6.580], [2.438, -2.866, 8.690], [0.087, 1.345, 10.764], [1.903, -3.551, -0.547], [-0.888, 1.662, 7.565], [1.897, -3.974, -10.271], [-1.573, 1.772, 9.196], [-3.373, 0.440, -0.738], [-0.625, 9.733, 8.077], [-0.335, -2.067, 1.725], [3.293, -0.400, -10.235], [-1.102, -3.387, -4.176], [1.277, 5.146, 5.934], [2.000, -1.167, 5.470], [3.496, -3.832, -11.024], [-1.977, 0.547, 0.308], [1.068, 1.984, 9.426], [4.368, -1.930, -1.495], [3.866, -2.732, 0.000], [0.609, 2.186, -1.715], [-2.164, -1.081, -11.719], [1.655, -2.325, -13.707], [0.154, -4.564, 0.615], [-2.680, 5.363, 9.173], [-1.505, -1.040, 5.101], [1.472, -2.331, 0.651], [-1.291, 3.865, -0.526], [-0.200, -3.567, 2.735], [-0.190, -0.636, 0.087], [-1.445, 1.920, -2.258], [1.813, -2.324, 10.256], [-1.186, 2.508, 0.649], [0.769, -0.409, -4.799], [0.241, 1.236, -12.007], [-2.664, 7.138, 9.111], [0.766, 4.760, 8.864], [-1.561, -4.575, 0.728], [4.087, -0.962, -0.058], [3.297, -1.861, -9.245], [0.837, 1.160, -13.661], [0.946, 1.909, -0.018], [-0.358, 9.266, 5.481], [0.474, -0.339, -1.519], [-1.513, -2.278, 6.357], [2.413, -1.499, -3.457], [-4.687, 5.253, 6.893], [1.577, -0.796, -14.553], [2.672, -2.421, -6.027], [-2.577, -2.530, -10.773], [1.316, -3.888, 9.577], [-0.268, 6.127, 9.215], [0.083, -1.771, -3.181], [0.977, -2.858, -5.623], [-0.921, -3.396, 9.646], [-0.142, 4.176, 5.505], [1.984, 1.134, -12.306], [-2.067, 0.471, 8.177], [-1.514, -0.208, -2.527], [-4.151, 6.288, 8.835], [0.664, -5.992, -2.195], [0.622, -1.376, 4.401], [-1.419, 8.453, 8.932], [-0.734, -1.787, 10.369], [-0.494, -5.481, -3.841], [-1.967, -3.169, -2.703], [-1.940, -0.591, 6.713], [0.243, -3.938, -12.399], [-2.198, 9.160, 7.494], [2.101, -3.978, -12.041], [-2.321, -1.434, -1.582]]}

=====

{"formula": "C37H89N6O7Y", "method": "the ωB97M-V functional and the def2-TZVPD basis", "charge": 2, "gap_ev": 5.251, "largest_force_ev_per_a": 4.7, "homo_energy_ev": -11.3, "species": ["Y", "O", "O", "O", "O", "O", "O", "O", "N", "N", "N", "N", "N", "N", "C", "C", "C", "C", "C", "C", "C", "C", "C", "C", "C", "C", "C", "C", "C", "C", "C", "C", "C", "C", "C", "C", "C", "C", "C", "C", "C", "C", "C", "C", "C", "C", "C", "C", "C", "C", "C", "H", "H", "H", "H", "H", "H", "H", "H", "H", "H", "H", "H", "H", "H", "H", "H", "H", "H", "H", "H", "H", "H", "H", "H", "H", "H", "H", "H", "H", "H", "H", "H", "H", "H", "H", "H", "H", "H", "H", "H", "H", "H", "H", "H", "H", "H", "H", "H", "H", "H", "H", "H", "H", "H", "H", "H", "H", "H", "H", "H", "H", "H", "H", "H", "H", "H", "H", "H", "H", "H", "H", "H", "H", "H", "H", "H", "H", "H", "H", "H", "H", "H", "H", "H", "H", "H", "H", "H", "H"], "xyz": [[1.964, -0.382, -4.636], [4.061, -1.090, -3.475], [6.130, -2.217, 4.015], [-2.616, -0.790, 2.742], [1.054, -0.830, -2.659], [0.416, 3.780, -4.609], [-0.278, -1.555, -5.268], [-5.297, 4.309, -0.526], [2.586, -2.732, -4.981], [-4.548, 3.645, 0.473], [2.319, 1.839, -3.512], [4.832, -1.622, 4.186], [0.376, 1.052, -5.817], [-3.853, -0.812, 6.212], [0.364, -0.886, -1.428], [-4.116, 1.705, -1.069], [-3.556, 2.793, -0.130], [3.920, -2.230, 3.225], [3.946, -3.747, 3.126], [-2.787, -0.459, 4.120], [-2.640, 3.641, -1.012], [-4.323, 2.817, 2.720], [-1.102, -0.717, -1.660], [0.097, 5.097, -5.044], [0.606, 3.718, -3.200], [1.111, 2.379, -2.734], [4.566, -2.427, -3.659], [3.369, -3.304, -3.804], [3.087, -1.255, 5.882], [-5.964, 4.553, 2.214], [2.489, -1.749, 3.512], [-0.996, 0.705, -5.304], [-1.920, -1.984, 2.543], [0.732, -2.122, -0.635], [3.647, -4.774, -4.004], [-6.387, 2.266, 1.411], [5.441, -0.690, 6.338], [-1.298, -0.687, -5.796], [2.066, -1.914, 4.955], [-5.207, -1.050, 4.135], [-5.317, 3.289, 1.660], [1.474, 2.497, -1.265], [4.538, -1.692, 5.630], [4.810, -0.347, -2.518], [-0.736, -2.893, -5.148], [-3.355, 1.749, 2.222], [4.736, -3.077, 6.249], [-2.070, 1.664, -5.818], [4.314, -1.672, 1.846], [-3.864, -1.262, 4.803], [-2.655, 2.155, 0.925], [-3.727, 3.642, 3.120], [4.144, -5.197, -3.129], [-1.864, 2.926, -1.325], [0.720, -0.027, -0.836], [-1.002, -3.331, -6.116], [5.287, -2.461, -4.485], [-3.138, 4.013, -1.907], [4.887, -0.888, -1.575], [0.170, -2.151, 0.299], [-4.867, 2.417, 3.580], [-1.326, 0.277, -2.059], [2.845, -1.534, 6.908], [1.791, -3.363, -5.099], [-5.328, -0.025, 3.772], [-6.002, 1.270, 1.196], [6.555, -1.647, 3.367], [-1.696, -0.787, -0.740], [3.466, -4.098, 2.210], [0.487, -3.050, -1.169], [-5.246, 5.335, 2.476], [6.490, -0.906, 6.135], [3.019, -0.168, 5.795], [-0.969, 0.763, -4.216], [3.528, -4.267, 3.987], [0.366, 1.586, -2.825], [-0.357, 3.864, -2.703], [-1.509, -1.477, -2.333], [0.304, 1.158, -6.838], [4.589, -3.079, 7.333], [4.966, -4.147, 3.108], [-1.651, -2.963, -4.545], [5.163, -2.255, 1.471], [-6.612, 5.039, 1.476], [5.236, 0.328, 6.007], [-0.085, 5.052, -6.115], [-2.283, -1.023, -5.482], [-5.306, -1.667, 3.232], [3.037, 1.755, -2.797], [-4.905, 1.107, -0.616], [4.420, 0.654, -2.424], [4.513, -0.602, 1.886], [-5.204, 5.242, -0.308], [-1.831, -0.570, 4.646], [-2.577, 1.571, 2.970], [4.269, -4.998, -4.875], [1.121, -1.375, 5.084], [-4.111, 0.163, 6.300], [1.801, -2.157, -0.428], [5.285, -0.751, 7.415], [5.847, -0.218, -2.867], [2.712, -5.330, -4.104], [-2.980, 1.622, -5.222], [-3.624, -2.323, 4.874], [1.303, 4.531, -2.956], [-2.235, -2.797, 3.203], [5.162, -2.692, -2.780], [-2.142, -2.350, 1.533], [0.000, -3.486, -4.615], [0.445, 2.072, -5.616], [-1.704, 2.689, -5.807], [-1.139, -0.722, -6.877], [-2.354, 1.433, -6.850], [-2.246, 1.225, 0.516], [2.447, -0.684, 3.259], [1.624, 1.510, -0.825], [-1.803, 2.807, 1.132], [2.709, -3.193, -2.941], [-3.871, 0.786, 2.142], [-7.013, 2.143, 2.301], [-4.506, 2.153, -1.986], [-6.045, -1.315, 4.777], [-3.323, 1.011, -1.363], [5.720, -3.504, 6.058], [3.136, -3.036, -5.797], [0.940, 5.779, -4.883], [-2.179, 4.463, -0.463], [3.517, -1.870, 1.120], [3.996, -3.804, 5.905], [2.625, 2.631, -4.085], [1.841, -2.332, 2.853], [0.641, 2.919, -0.700], [-3.065, 0.597, 4.154], [-6.582, 4.345, 3.086], [-0.765, 5.483, -4.497], [-0.834, -1.812, 2.577], [-4.496, -1.371, 6.755], [2.378, 3.092, -1.122], [-7.054, 2.618, 0.623], [1.887, -2.954, 5.231]]}